# 1
{
  "formula": "C4H8S2",
  "method": "ωB97M-V/def2-TZVPD",
  "smiles": "CS/C=C/SC",
  "spin_multiplicity": 1,
  "total_charge": 0,
  "orbital_gap_ev": 8.678,
  "molar_mass_g_mol": 120.2,
  "relative_energy_kj_mol": 135.10,
  "symbols": ["C", "C", "C", "C", "H", "H", "H", "H", "H", "H", "H", "H", "S", "S"],
  "coordinates": [[-0.951, -1.824, -2.469], [0.154, -0.196, -0.717], [0.532, 0.857, 0.134], [0.542, 1.453, 2.730], [-1.673, -2.177, -1.654], [-1.258, -2.092, -3.483], [0.030, -2.281, -2.287], [0.303, -1.202, -0.432], [0.329, 1.906, -0.093], [0.615, 2.534, 2.571], [1.071, 1.272, 3.670], [-0.505, 1.147, 2.779], [-0.717, -0.052, -2.259], [1.527, 0.655, 1.510]],
  "lowdin_charge": [-0.440, -0.494, -0.565, -0.445, 0.066, 0.034, 0.029, 0.033, 0.063, 0.034, 0.030, 0.048, 0.799, 0.808]
}

# 2
{
  "formula": "C4H8S3",
  "method": "ωB97M-V/def2-TZVPD",
  "spin_multiplicity": 1,
  "total_charge": 0,
  "orbital_gap_ev": 5.817,
  "molar_mass_g_mol": 152.3,
  "relative_energy_kj_mol": 529.97,
  "symbols": ["C", "C", "C", "C", "S", "S", "S", "H", "H", "H", "H", "H", "H", "H", "H"],
  "coordinates": [[1.204, 0.745, 0.425], [-1.015, 1.260, 2.275], [-0.888, -1.166, -1.231], [0.431, -0.745, -1.868], [2.442, -0.470, 1.141], [2.454, 1.530, 1.316], [0.924, 0.914, -1.338], [-1.841, 1.822, 1.817], [-0.282, 1.857, 2.727], [-1.066, 0.175, 2.353], [-0.746, -1.367, -0.149], [-1.690, -0.410, -1.412], [-1.295, -2.095, -1.756], [0.204, -0.662, -2.977], [1.165, -1.389, -1.322]],
  "lowdin_charge": [-1.260, 0.144, -0.205, -0.558, 0.381, 0.399, 0.766, 0.003, -0.048, -0.010, 0.064, 0.075, 0.088, 0.099, 0.061]
}

# 3
{
  "formula": "C4H9Al",
  "method": "ωB97M-V/def2-TZVPD",
  "spin_multiplicity": 1,
  "total_charge": 2,
  "orbital_gap_ev": 7.020,
  "molar_mass_g_mol": 84.1,
  "symbols": ["C", "C", "C", "C", "H", "H", "H", "H", "H", "H", "H", "H", "H", "Al"],
  "coordinates": [[-0.791, 1.145, 1.063], [-0.647, -0.291, 0.869], [0.606, -0.840, 0.400], [0.706, -0.833, -1.188], [-0.147, 1.692, 0.302], [-0.436, 1.476, 2.049], [-1.828, 1.455, 0.998], [-1.506, -0.697, 0.338], [0.725, -1.872, 0.721], [1.398, -0.228, 0.810], [0.013, -0.210, -1.781], [1.707, -0.475, -1.394], [0.611, -1.839, -1.567], [-0.412, 1.517, -1.621]],
  "lowdin_charge": [-0.067, 0.118, -0.143, -0.043, -0.024, 0.170, 0.121, 0.168, 0.169, 0.140, -0.117, 0.124, 0.127, 1.259]
}

# 4
{
  "formula": "C4H9BClIN5O",
  "method": "ωB97M-V/def2-TZVPD",
  "smiles": "NB(O)n1nnc(CCCCl)[n+]1I",
  "spin_multiplicity": 1,
  "total_charge": 1,
  "orbital_gap_ev": 7.947,
  "molar_mass_g_mol": 316.3,
  "symbols": ["N", "B", "O", "N", "N", "N", "C", "C", "C", "C", "Cl", "N", "I", "H", "H", "H", "H", "H", "H", "H", "H", "H"],
  "coordinates": [[4.048, -0.580, 0.841], [3.159, -0.615, -0.269], [3.237, -1.364, -1.371], [1.913, 0.341, -0.205], [1.940, 1.622, -0.349], [0.734, 2.108, -0.191], [-0.093, 1.071, 0.028], [-1.550, 1.251, 0.242], [-2.515, 0.277, -0.462], [-3.360, -0.570, 0.479], [-4.886, -1.060, -0.265], [0.632, -0.039, 0.039], [0.127, -1.959, 0.503], [5.009, -0.421, 0.547], [4.057, -1.423, 1.409], [2.636, -1.179, -2.105], [-1.729, 1.280, 1.324], [-1.722, 2.269, -0.112], [-3.197, 0.867, -1.076], [-1.970, -0.366, -1.162], [-2.859, -1.493, 0.770], [-3.610, -0.019, 1.387]],
  "lowdin_charge": [0.196, -0.666, 0.221, -0.018, 0.132, 0.143, -0.324, -0.106, -0.278, -0.644, 0.602, -0.382, 1.231, 0.104, 0.100, 0.131, 0.139, 0.133, 0.106, 0.090, 0.012, 0.078]
}

# 5
{
  "formula": "C4H9BO2",
  "method": "ωB97M-V/def2-TZVPD",
  "spin_multiplicity": 1,
  "total_charge": 0,
  "orbital_gap_ev": 9.107,
  "molar_mass_g_mol": 99.9,
  "relative_energy_kj_mol": 272.23,
  "symbols": ["B", "C", "C", "C", "C", "O", "O", "H", "H", "H", "H", "H", "H", "H", "H", "H"],
  "coordinates": [[-1.723, -0.026, 0.092], [0.865, -1.052, 0.598], [-0.169, -0.345, 0.186], [2.380, -0.909, 0.440], [0.321, 1.350, -0.990], [-2.408, -0.285, -1.033], [-2.466, 0.445, 1.130], [0.511, -1.892, 1.230], [2.741, -0.331, 1.226], [2.633, -0.317, -0.446], [2.772, -1.848, 0.481], [1.148, 1.149, -1.584], [-0.599, 1.528, -1.472], [0.639, 1.950, -0.092], [-3.263, 0.084, -0.902], [-3.382, 0.499, 1.137]],
  "lowdin_charge": [-0.735, -0.170, 0.063, -0.066, 0.059, 0.183, 0.191, 0.108, 0.054, 0.076, 0.034, -0.012, -0.001, 0.058, 0.089, 0.066]
}

# 6
{
  "formula": "C4H9Br3GaO3",
  "method": "ωB97M-V/def2-TZVPD",
  "spin_multiplicity": 1,
  "total_charge": -1,
  "orbital_gap_ev": 6.966,
  "molar_mass_g_mol": 414.5,
  "symbols": ["C", "C", "O", "O", "C", "Ga", "O", "H", "H", "H", "H", "H", "H", "H", "H", "C", "Br", "Br", "Br", "H"],
  "coordinates": [[-0.062, 1.813, -2.277], [-1.551, 2.018, -1.785], [-2.379, 2.419, -2.650], [-2.043, 1.853, -0.490], [-1.162, 1.067, 0.375], [-0.848, -0.893, -0.195], [-2.159, -1.445, -1.443], [0.679, 1.482, -1.488], [-0.075, 1.006, -3.093], [0.390, 2.748, -2.772], [-1.673, 1.046, 1.410], [-0.169, 1.633, 0.549], [0.608, -0.936, -0.925], [-0.811, -1.859, 1.112], [-1.730, -1.406, -2.325], [2.718, -2.087, 3.211], [2.518, -3.468, 1.866], [1.898, -0.421, 2.659], [2.069, -2.670, 4.945], [3.783, -1.898, 3.318]],
  "lowdin_charge": [-0.045, -0.456, -0.006, -0.116, -0.314, 0.229, -0.386, 0.040, 0.096, 0.089, 0.061, 0.054, -0.080, -0.094, -0.037, -1.619, 0.543, 0.553, 0.526, -0.036]
}

# 7
{
  "formula": "C4H9BrNO",
  "method": "ωB97M-V/def2-TZVPD",
  "spin_multiplicity": 3,
  "total_charge": 1,
  "orbital_gap_ev": [7.254, 7.545],
  "molar_mass_g_mol": 167.0,
  "relative_energy_kj_mol": 269.74,
  "symbols": ["C", "C", "C", "C", "N", "O", "Br", "H", "H", "H", "H", "H", "H", "H", "H", "H"],
  "coordinates": [[-1.238, -1.122, -0.677], [-0.590, -0.011, -0.408], [-1.014, 1.161, 0.343], [1.844, -0.405, 0.305], [0.887, -0.036, -0.761], [1.650, -1.736, 0.495], [3.784, 0.208, -0.105], [-0.872, -1.885, -1.200], [-2.222, -1.234, -0.406], [-0.505, 1.373, 1.192], [-1.990, 1.229, 0.693], [-0.736, 2.153, -0.264], [1.546, 0.522, 1.785], [1.022, 0.747, -1.323], [1.135, -0.670, -1.551], [2.139, -2.192, 1.159]],
  "lowdin_charge": [0.160, -0.285, -0.023, -0.662, 0.077, 0.049, 0.671, 0.051, 0.079, 0.022, 0.084, 0.160, 0.156, 0.140, 0.196, 0.125]
}

# 8
{
  "formula": "C4H9BrNS",
  "method": "ωB97M-V/def2-TZVPD",
  "smiles": "C[C@H]1C[NH2+][C@H](Br)S1",
  "spin_multiplicity": 1,
  "total_charge": 1,
  "orbital_gap_ev": 9.925,
  "molar_mass_g_mol": 183.1,
  "relative_energy_kj_mol": 47.25,
  "symbols": ["C", "C", "C", "C", "N", "S", "Br", "H", "H", "H", "H", "H", "H", "H", "H", "H"],
  "coordinates": [[0.955, -0.188, 0.456], [0.588, -0.038, -0.959], [-1.270, -1.056, 0.692], [0.261, 1.381, -1.430], [-0.279, -0.017, 1.263], [-0.950, -1.038, -1.082], [-0.785, -2.832, 1.588], [1.166, -1.285, 0.681], [1.529, 0.496, 1.106], [1.348, -0.430, -1.588], [-2.315, -0.994, 0.996], [-0.336, 2.061, -0.802], [-0.286, 1.307, -2.344], [1.065, 1.877, -1.862], [-0.084, -0.094, 2.274], [-0.606, 0.850, 1.008]],
  "lowdin_charge": [-0.190, -0.549, -0.801, -0.092, -0.015, 0.976, 0.666, 0.111, 0.166, 0.119, 0.066, 0.101, 0.071, 0.067, 0.188, 0.115]
}